1.
{
  "formula": "C5H15N2O",
  "method": "ωB97M-V/def2-TZVPD",
  "de_lowest_kj_mol": 582.7,
  "homo_ev": -11.05,
  "total_charge": 1,
  "total_energy_ev": -10444.522,
  "species": ["H", "C", "H", "H", "C", "H", "H", "C", "H", "C", "H", "H", "N", "H", "H", "H", "H", "H", "N", "H", "O", "H", "C"],
  "coordinates": [[3.05, 1.81, 0.37], [3.12, -0.27, 0.06], [2.63, -0.82, -0.68], [2.80, -2.09, 1.16], [-2.06, -0.78, -1.29], [-0.49, 0.06, -1.75], [-1.53, -2.09, 0.31], [-1.66, -1.01, 0.08], [-2.54, 1.37, -0.12], [-1.89, -0.14, 1.15], [-1.56, -0.25, 2.18], [4.15, -0.25, -0.10], [2.52, 1.01, 0.06], [-2.62, 0.12, -1.41], [1.54, 1.03, -0.16], [0.13, 1.24, -2.58], [3.04, -0.70, 2.15], [-2.81, 2.00, 1.51], [2.81, -1.07, 1.24], [-2.29, -1.60, -1.98], [0.33, 0.60, -1.91], [-3.85, 0.75, 0.80], [-2.83, 1.09, 0.90]],
  "nbo_charge": [0.388, -0.049, 0.169, 0.373, -0.114, 0.431, 0.271, -0.336, 0.235, 0.270, 0.251, 0.172, -0.849, 0.217, 0.385, 0.490, 0.370, 0.281, -0.908, 0.263, -0.886, 0.284, -0.706]
}

2.
{
  "formula": "C3H4ClF",
  "method": "ωB97M-V/def2-TZVPD",
  "de_lowest_kj_mol": 349.1,
  "homo_ev": -10.02,
  "total_energy_ev": -18411.456,
  "species": ["H", "H", "Cl", "C", "C", "H", "F", "C", "H"],
  "coordinates": [[-0.72, 0.66, -1.42], [0.00, 0.53, 2.05], [-2.16, 0.08, 0.19], [0.39, -0.82, -0.16], [-0.59, 0.29, -0.49], [1.06, -1.19, -1.04], [1.51, 1.40, 0.05], [0.54, 0.58, 0.40], [-0.02, -1.52, 0.41]],
  "nbo_charge": [0.231, 0.088, -0.011, -0.460, -0.313, 0.230, -0.318, 0.329, 0.224]
}

3.
{
  "formula": "C11H27BF3NO3Si2",
  "method": "ωB97M-V/def2-TZVPD",
  "de_lowest_kj_mol": 0.0,
  "homo_ev": -7.93,
  "total_energy_ev": -44063.702,
  "species": ["H", "C", "H", "H", "O", "F", "C", "H", "H", "H", "B", "H", "H", "O", "C", "C", "H", "C", "C", "H", "H", "H", "H", "H", "C", "C", "H", "H", "F", "H", "H", "F", "H", "H", "Si", "O", "H", "H", "C", "H", "H", "N", "H", "H", "Si", "H", "C", "C"],
  "coordinates": [[2.15, 2.20, -2.13], [-2.47, 3.18, -3.33], [0.95, -0.07, 2.26], [1.10, -2.32, 5.64], [-0.14, -1.85, -2.91], [-5.09, 4.95, -0.80], [-0.96, 0.47, -3.62], [-4.06, 1.75, -3.66], [1.74, -3.81, 4.91], [1.41, 4.30, -1.17], [-0.64, -0.61, -2.51], [-0.31, 0.24, -4.46], [1.47, 2.29, 0.16], [-0.82, -0.41, -1.15], [3.57, -3.44, 2.44], [1.66, -1.33, 0.68], [2.67, 0.02, 2.02], [3.31, -2.20, 3.31], [1.83, -0.68, 2.06], [0.00, -3.58, 5.06], [-2.37, 4.07, -2.71], [2.75, -4.15, 2.49], [4.47, -3.96, 2.80], [4.09, -1.45, 3.11], [0.87, -2.40, 3.49], [-4.70, 3.04, -2.11], [-0.02, -1.77, 3.46], [0.92, -2.13, 0.68], [-3.93, 3.35, 0.10], [-1.98, 0.29, -3.99], [-3.20, 1.55, -2.11], [-5.91, 3.06, -2.73], [0.18, 2.89, -4.07], [0.72, -3.18, 2.72], [1.21, 2.84, -1.19], [-0.37, 2.52, -1.57], [-0.83, -2.50, -3.04], [-1.75, -0.35, -0.90], [0.94, -3.07, 4.85], [3.47, -2.48, 4.36], [1.32, -0.58, -0.03], [2.02, -1.55, 3.21], [3.75, -3.19, 1.40], [2.60, -1.73, 0.30], [-0.82, 2.28, -3.15], [-2.61, 3.47, -4.38], [-3.62, 2.28, -2.81], [-4.57, 3.75, -0.98]],
  "nbo_charge": [-0.203, -0.881, 0.188, 0.211, -0.939, -0.295, -1.332, 0.239, 0.201, -0.200, 1.214, 0.280, -0.195, -0.933, -0.638, -0.633, 0.189, -0.215, -0.205, 0.210, 0.243, 0.203, 0.209, 0.195, -0.212, 0.226, 0.194, 0.205, -0.294, 0.273, 0.214, -0.318, -0.219, 0.157, 1.217, -1.236, 0.503, 0.505, -0.616, 0.189, 0.219, -0.454, 0.204, 0.195, 1.695, 0.238, -0.464, 0.662]
}

4.
{
  "formula": "C2H7NO3",
  "method": "ωB97M-V/def2-TZVPD",
  "de_lowest_kj_mol": 568.9,
  "homo_ev": -9.47,
  "total_energy_ev": -9815.065,
  "species": ["C", "H", "H", "C", "O", "H", "O", "H", "H", "H", "N", "H", "O"],
  "coordinates": [[1.03, -1.31, -0.05], [1.64, -1.48, 0.85], [0.58, -2.23, -0.41], [-0.23, -0.22, 0.64], [-2.14, 0.79, 0.10], [-0.13, 1.05, -2.12], [0.35, 0.76, 1.39], [-1.92, 1.73, 0.23], [0.65, 1.45, 0.76], [1.65, -0.83, -0.80], [-0.70, 0.07, -0.63], [-0.84, -0.91, 1.22], [0.05, 1.14, -1.17]],
  "nbo_charge": [-0.657, 0.209, 0.209, 0.260, -0.719, 0.499, -0.691, 0.444, 0.485, 0.205, 0.118, 0.220, -0.583]
}

5.
{
  "formula": "C5H11NO",
  "method": "ωB97M-V/def2-TZVPD",
  "de_lowest_kj_mol": 251.2,
  "homo_ev": -8.26,
  "total_energy_ev": -8899.094,
  "species": ["H", "H", "H", "O", "H", "C", "H", "H", "H", "H", "H", "N", "C", "C", "C", "C", "H", "H"],
  "coordinates": [[0.86, -2.22, 1.79], [2.01, 0.93, 0.63], [0.45, -1.44, 0.58], [0.55, -2.36, 0.89], [-1.87, 1.01, -1.33], [0.71, 0.39, -0.84], [-2.81, -0.54, 0.99], [-0.22, 0.54, 1.13], [2.88, -1.05, -1.35], [-3.80, 0.68, 0.09], [-2.83, 1.15, 1.48], [3.11, -0.22, -0.82], [-1.69, 0.81, -0.27], [-2.86, 0.47, 0.61], [1.93, 0.36, -0.29], [-0.41, 0.65, 0.07], [3.55, 0.41, -1.48], [0.44, 0.42, -1.89]],
  "nbo_charge": [0.463, 0.176, 0.474, -0.942, 0.185, -0.288, 0.229, 0.186, 0.373, 0.219, 0.218, -0.840, -0.147, -0.654, 0.014, -0.249, 0.367, 0.216]
}

6.
{
  "formula": "C27H48ClO2OsP",
  "method": "ωB97M-V/def2-TZVPD",
  "multiplicity": 5,
  "de_lowest_kj_mol": 164.1,
  "homo_ev": [-5.61, -7.40],
  "total_energy_ev": -57144.146,
  "species": ["H", "H", "C", "C", "C", "Os", "C", "H", "H", "C", "H", "H", "H", "O", "C", "C", "O", "P", "H", "H", "C", "C", "H", "H", "H", "C", "H", "C", "C", "H", "C", "H", "H", "C", "H", "C", "Cl", "H", "H", "H", "H", "H", "C", "C", "H", "H", "C", "H", "H", "H", "H", "H", "H", "C", "H", "H", "H", "C", "H", "C", "H", "H", "C", "H", "H", "H", "H", "H", "C", "H", "H", "H", "H", "C", "H", "C", "H", "H", "C", "C"],
  "coordinates": [[-2.43, 4.14, -2.64], [4.43, 0.96, 0.73], [-1.44, 0.36, 4.76], [-1.98, -1.33, 1.86], [-0.61, 2.06, -0.46], [1.27, -0.45, 1.49], [4.42, 0.04, 0.14], [-1.46, -0.82, -1.43], [-0.49, 2.47, 0.56], [-0.47, -2.88, -2.93], [-3.20, 0.21, 1.86], [-1.06, 1.04, -3.07], [-2.35, -0.86, -3.87], [-2.27, -0.16, 3.82], [2.93, -0.44, 0.03], [2.14, 0.67, -0.67], [-1.14, -0.34, 5.70], [0.28, 0.39, -0.37], [0.47, 0.29, -3.53], [0.05, -2.69, 0.78], [-2.17, 4.36, -1.59], [-0.43, -0.62, -1.78], [2.47, -0.18, -2.61], [-1.79, -1.51, 0.83], [-2.82, 3.68, 0.35], [-0.74, -2.22, -4.29], [0.01, 2.64, -2.46], [4.09, 1.17, -2.13], [4.99, 0.27, -1.26], [-0.30, 1.93, 3.88], [-0.54, 0.08, -3.15], [0.19, -2.20, -4.87], [2.32, 1.64, -0.18], [-0.65, 4.42, -1.44], [2.76, -0.59, 1.24], [-1.29, -0.80, -4.17], [1.45, -0.15, 3.85], [-1.95, 2.40, 4.43], [-1.39, -2.14, 4.56], [6.00, 0.72, -1.15], [-0.22, 5.04, -2.24], [0.42, -2.47, -1.00], [2.60, 0.80, -2.13], [-2.13, 1.94, -0.73], [-3.41, -2.12, 2.94], [1.10, 3.18, -1.19], [0.62, -3.16, 2.82], [-0.10, -4.32, 4.52], [1.30, -1.78, -2.35], [-1.41, 0.61, 2.01], [4.18, 2.20, -1.75], [-2.30, 1.48, -1.71], [-2.60, 5.34, -1.37], [-0.50, -3.91, 3.56], [-1.27, -0.31, -5.15], [-2.51, -3.28, 1.99], [4.96, -0.71, 0.72], [0.04, 3.05, -1.44], [-3.88, 3.18, -0.96], [-1.05, 1.81, 4.66], [-0.41, 4.93, -0.49], [0.11, -3.80, -3.07], [0.29, -1.96, -1.96], [5.08, -0.72, -1.73], [2.01, 1.54, -2.69], [-1.45, -2.84, -4.86], [4.47, 1.15, -3.15], [-2.44, -3.56, 4.49], [0.48, -2.14, 1.70], [-0.62, 2.16, 5.61], [-2.59, 1.27, 0.01], [-0.87, -4.82, 3.04], [1.24, -3.95, 2.38], [-2.83, 3.31, -0.68], [-1.42, -3.16, -2.47], [-1.69, -2.98, 3.89], [1.25, -2.65, 3.55], [2.88, -1.37, -0.55], [-2.22, -0.05, 2.29], [-2.39, -2.43, 2.64]],
  "lowdin_spin": [0.000, 0.002, 0.002, 0.532, 0.050, 1.984, 0.023, 0.001, 0.010, 0.000, 0.033, 0.000, 0.000, 0.008, 0.083, 0.064, 0.003, 0.173, 0.000, 0.049, 0.000, 0.024, 0.001, 0.023, 0.000, 0.000, 0.000, 0.001, 0.006, 0.002, 0.003, 0.000, 0.023, 0.003, 0.049, 0.001, 0.223, 0.000, 0.000, 0.001, 0.000, 0.003, 0.016, 0.003, 0.035, 0.000, 0.050, 0.003, 0.000, 0.038, 0.000, 0.000, 0.000, 0.011, 0.000, 0.002, 0.000, 0.007, 0.000, 0.002, 0.000, 0.000, 0.002, 0.000, 0.000, 0.000, 0.001, 0.000, 0.170, 0.000, 0.001, 0.000, -0.001, 0.001, 0.000, 0.034, 0.006, 0.010, 0.124, 0.100]
}

Q: What is the formula in the fourth record?
A: C2H7NO3

Q: Number 2 is which compound?
A: C3H4ClF